Entry 1:
{
  "formula": "C4H11N3O2",
  "method": "wB97M-V/def2-TZVPD",
  "energy_ev": -12891.619,
  "charge": 0,
  "homo_energy_ev": -8.8,
  "gap_ev": 9.63,
  "elements": ["O", "H", "H", "H", "H", "H", "H", "C", "C", "N", "N", "N", "H", "C", "O", "C", "H", "H", "H", "H"],
  "xyz": [[1.034, -0.082, 1.496], [-3.526, 0.831, -0.160], [-3.150, -0.491, 0.698], [-1.477, 1.622, 1.171], [3.977, -0.255, 0.848], [-1.702, -2.365, -0.508], [-1.836, -1.927, -2.229], [-1.599, 0.294, -0.397], [3.372, 0.606, 1.067], [-2.991, -0.031, -0.192], [-1.098, 1.388, 0.274], [-0.857, -0.524, -0.999], [-0.502, 2.001, -0.251], [1.925, 0.325, 0.811], [1.683, 0.570, -0.509], [-1.196, -1.880, -1.344], [3.731, 1.442, 0.486], [0.889, 0.076, -0.827], [-0.275, -2.420, -1.546], [3.598, 0.820, 2.111]],
  "mulliken_charge": [-0.5225, 0.2827, 0.2419, 0.1833, 0.2836, 0.3283, 0.3007, 0.4459, -1.1356, -0.6040, -0.3851, -0.3771, 0.2049, 0.8267, -0.5146, -0.9322, 0.3066, 0.4298, 0.2956, 0.3411]
}

Entry 2:
{
  "formula": "C4H11N3O2",
  "method": "wB97M-V/def2-TZVPD",
  "energy_ev": -12889.754,
  "charge": 0,
  "homo_energy_ev": -8.5,
  "gap_ev": 9.21,
  "elements": ["H", "C", "N", "N", "C", "H", "H", "H", "H", "H", "C", "O", "H", "H", "H", "C", "O", "H", "N", "H"],
  "xyz": [[4.060, -2.048, -0.105], [-1.108, 1.571, 0.439], [-1.414, 0.309, 0.868], [-0.869, 2.488, 1.283], [2.114, -0.917, -0.211], [-2.382, -1.590, 0.381], [-0.781, 3.408, 0.924], [2.735, -2.640, 0.787], [-0.162, 2.283, -1.137], [2.638, -3.066, -0.782], [2.957, -2.157, -0.074], [2.082, -0.479, -1.541], [1.291, 0.087, -1.541], [-1.222, 0.116, 1.989], [-2.844, -0.029, -0.666], [-2.562, -0.445, 0.384], [1.587, -0.091, 0.496], [-1.803, 1.935, -1.595], [-0.888, 1.577, -1.059], [-3.428, -0.314, 1.159]],
  "mulliken_charge": [0.2835, 0.5432, -0.1731, -0.7799, 0.8608, 0.2174, 0.2448, 0.4019, 0.2646, 0.2794, -1.1547, -0.5007, 0.3250, 0.2772, 0.2596, -0.6969, -0.5428, 0.2454, -0.5918, 0.2371]
}

Entry 3:
{
  "formula": "C4H11N3O2",
  "method": "wB97M-V/def2-TZVPD",
  "energy_ev": -12891.800,
  "charge": 0,
  "homo_energy_ev": -9.0,
  "gap_ev": 9.73,
  "elements": ["C", "N", "H", "H", "H", "C", "H", "H", "N", "H", "H", "C", "N", "H", "C", "H", "H", "H", "O", "O"],
  "xyz": [[2.375, 1.011, -0.003], [-1.630, 0.195, -0.715], [1.139, 1.613, 2.860], [3.305, 1.429, -0.381], [-2.631, 0.246, -2.488], [2.296, 0.977, 1.499], [-1.034, 1.005, -2.558], [-1.329, 0.010, 1.828], [-0.909, -2.040, -0.479], [-0.686, -2.209, -1.443], [-2.516, -1.071, 1.598], [-1.343, -0.821, -0.026], [-1.546, -0.873, 1.384], [-0.952, -2.828, 0.138], [-1.597, 0.172, -2.143], [2.269, -0.039, -0.263], [-1.166, -0.722, -2.615], [1.639, 1.698, -0.409], [1.307, 1.820, 1.929], [3.008, 0.426, 2.285]],
  "mulliken_charge": [-0.7942, -0.4842, 0.3222, 0.3445, 0.2552, 0.6709, 0.2404, 0.2624, -0.4145, 0.1503, 0.2414, 0.7107, -0.6473, 0.2274, -0.8052, 0.2117, 0.2769, 0.2443, -0.4585, -0.5545]
}

Entry 4:
{
  "formula": "C4H11N3O2",
  "method": "wB97M-V/def2-TZVPD",
  "energy_ev": -12891.522,
  "charge": 0,
  "homo_energy_ev": -8.7,
  "gap_ev": 9.57,
  "elements": ["C", "N", "H", "H", "H", "N", "O", "H", "H", "H", "H", "N", "H", "C", "C", "C", "H", "O", "H", "H"],
  "xyz": [[-0.353, 2.098, -0.410], [-1.039, 1.843, 0.654], [0.820, -3.363, 2.896], [0.415, 0.343, -0.206], [2.223, 0.422, -2.041], [0.667, 1.219, -0.661], [-1.273, -1.533, 1.553], [0.029, 3.316, -2.060], [-0.993, 3.912, -0.892], [-1.596, 2.628, 0.968], [1.052, 1.339, -2.816], [-0.645, 3.079, -1.349], [0.620, -0.186, -2.241], [1.168, 0.742, -1.943], [0.093, -3.397, 2.053], [-0.186, -2.253, 1.133], [-1.068, -0.618, 1.250], [0.515, -1.794, 0.264], [0.383, -4.164, 1.281], [-0.833, -3.632, 2.566]],
  "mulliken_charge": [0.5120, -0.6133, 0.2823, 0.2031, 0.3078, -0.2192, -0.4687, 0.2217, 0.2691, 0.1488, 0.3339, -0.4622, 0.2628, -0.8899, -0.9419, 0.8317, 0.2455, -0.5720, 0.2468, 0.3019]
}

Entry 5:
{
  "formula": "C4H11N3O2",
  "method": "wB97M-V/def2-TZVPD",
  "energy_ev": -12891.550,
  "charge": 0,
  "homo_energy_ev": -8.7,
  "gap_ev": 9.47,
  "elements": ["H", "C", "H", "H", "H", "N", "N", "C", "H", "H", "N", "H", "O", "C", "H", "H", "C", "O", "H", "H"],
  "xyz": [[-0.747, -2.427, 3.827], [0.760, 0.543, -1.073], [-0.992, 1.023, 2.837], [-1.131, -0.043, -1.515], [-2.104, -2.772, 2.714], [0.975, 0.310, 0.153], [-0.574, 0.800, -1.517], [-1.728, -0.718, 2.920], [-0.538, -2.290, 2.071], [-1.023, 1.496, -0.936], [1.711, 0.803, -2.030], [1.903, 2.116, -3.641], [-0.802, 0.146, 2.451], [1.472, 1.138, -3.403], [2.669, 0.720, -1.744], [0.419, 1.172, -3.629], [-1.236, -2.140, 2.896], [-2.839, -0.385, 3.238], [1.909, 0.435, -4.119], [1.897, 0.074, 0.500]],
  "mulliken_charge": [0.2405, 0.3334, 0.3162, 0.2218, 0.2884, -0.4729, -0.4997, 0.6208, 0.2727, 0.2387, -0.1641, 0.2556, -0.3978, -0.7997, 0.1898, 0.3277, -0.8207, -0.5519, 0.2633, 0.1378]
}

Entry 6:
{
  "formula": "C4H11N3O2",
  "method": "wB97M-V/def2-TZVPD",
  "energy_ev": -12892.103,
  "charge": 0,
  "homo_energy_ev": -8.8,
  "gap_ev": 9.68,
  "elements": ["C", "C", "H", "H", "N", "O", "H", "N", "H", "H", "O", "H", "N", "C", "H", "H", "H", "C", "H", "H"],
  "xyz": [[1.578, -0.316, 1.220], [-2.957, 1.734, -1.595], [0.616, 1.391, 1.691], [1.189, -2.868, 0.848], [0.604, -0.829, 0.589], [-1.178, 0.244, -1.893], [0.442, -2.461, -0.758], [1.542, 1.046, 1.517], [-0.402, -0.112, -1.412], [2.987, -1.718, 1.000], [-0.855, 1.992, -0.505], [-3.627, 0.893, -1.413], [2.667, -1.019, 1.644], [-1.562, 1.358, -1.242], [3.321, -0.608, 2.282], [-3.353, 2.617, -1.126], [-0.531, -2.527, 0.640], [0.474, -2.233, 0.307], [-3.072, 1.825, -2.677], [2.119, 1.592, 0.883]],
  "mulliken_charge": [0.4495, -1.0347, 0.2688, 0.4011, -0.3884, -0.4682, 0.2410, -0.5203, 0.3612, 0.1983, -0.5251, 0.2940, -0.4275, 0.7408, 0.2403, 0.3141, 0.2945, -0.9694, 0.3089, 0.2211]
}